Record 1
{"formula": "C29H47Cl2FFeN3O4Si", "method": "ωB97M-V/def2-TZVPD", "elements": ["C", "C", "H", "H", "H", "C", "C", "H", "H", "H", "H", "Fe", "Cl", "C", "O", "N", "C", "C", "H", "H", "H", "H", "H", "H", "H", "H", "H", "C", "C", "N", "H", "C", "O", "H", "H", "H", "H", "H", "H", "C", "C", "N", "H", "C", "O", "H", "H", "H", "H", "O", "C", "C", "C", "H", "C", "H", "C", "H", "C", "C", "H", "H", "H", "Si", "Cl", "C", "C", "C", "H", "H", "H", "H", "H", "H", "H", "H", "H", "F", "C", "C", "C", "C", "C", "C", "H", "H", "H", "H"], "coordinates": [[-1.16812, -0.71118, -5.48358], [-0.74447, -1.66009, -4.40344], [-0.97509, -1.13349, -6.46995], [-0.62958, 0.23991, -5.37378], [-2.24103, -0.45946, -5.41445], [-0.17379, -2.86068, -4.63653], [0.24798, -3.35040, -5.99296], [0.03306, -3.56383, -3.83158], [1.05573, -2.73882, -6.41618], [-0.57579, -3.31864, -6.71558], [0.61051, -4.37726, -5.99564], [0.41520, 0.86013, 2.06059], [1.51205, 3.77492, 0.88193], [0.03944, -2.07014, 2.74062], [0.76527, -1.08778, 2.46194], [0.53881, -3.19492, 3.24551], [1.99024, -3.38204, 3.25042], [-0.32208, -4.20148, 3.84828], [-1.04336, -2.04610, 2.53969], [2.45245, -2.39179, 3.33603], [2.30839, -3.84568, 2.30032], [2.26453, -4.02935, 4.09435], [-1.32727, -3.79388, 3.98032], [0.07125, -4.48875, 4.82820], [-0.40137, -5.09653, 3.22335], [2.00857, 3.89764, 6.06523], [-0.55149, 5.21446, 6.11438], [1.91976, 3.99731, 4.97583], [-0.16134, 5.34911, 5.09516], [0.51806, 4.16085, 4.59541], [2.35607, 3.11829, 4.50267], [-0.13328, 3.23130, 3.91184], [0.46460, 2.19162, 3.48628], [-1.00643, 5.57355, 4.44179], [-1.20686, 3.43171, 3.73341], [2.46152, 4.89180, 4.65807], [0.53855, 6.19023, 5.09012], [1.90303, 0.78263, -2.39326], [2.88030, -2.25633, -3.16936], [2.93124, 0.44141, -2.21984], [3.52571, -1.96907, -2.32403], [2.92194, -0.87083, -1.58179], [3.45833, 1.15292, -1.57972], [2.72974, -1.01608, -0.22563], [2.78284, -0.09368, 0.60530], [3.65909, -2.84147, -1.66796], [2.53782, -2.06704, 0.07973], [3.44404, 0.33941, -3.18247], [4.50350, -1.67431, -2.73137], [-0.66604, 0.09026, -2.76417], [-1.12432, -1.13335, -2.99701], [0.30111, -2.70604, -1.54936], [-0.94697, -2.18065, -1.83731], [1.14164, -2.29264, -2.09678], [0.47261, -3.76676, -0.64855], [-2.22871, -1.03765, -3.08821], [-2.04743, -2.68957, -1.14927], [1.45385, -4.23325, -0.53351], [-0.64092, -4.25475, 0.04299], [-1.89142, -3.65965, -0.14772], [-3.03063, -2.29960, -1.41071], [-0.53279, -5.07007, 0.76799], [-2.76191, -3.98351, 0.44032], [0.30658, 3.78051, -0.91825], [0.38455, 1.11295, -0.10640], [1.73896, 4.35758, -2.02131], [-0.78968, 5.09131, -0.02611], [-1.00727, 3.09804, -2.10597], [2.69059, 3.92714, -1.68245], [1.81738, 5.45325, -1.95473], [1.57323, 4.08770, -3.07622], [-0.74585, 2.19979, -2.69437], [-1.26026, 3.90396, -2.82603], [-1.92720, 2.87295, -1.56127], [-1.29840, 4.68478, 0.86479], [-1.54631, 5.43259, -0.74481], [-0.18768, 5.95495, 0.29913], [-5.82646, -0.01948, 1.44633], [-4.44729, 0.02635, 1.51111], [-3.82560, 0.10261, 2.76285], [-2.40770, 0.21510, 2.80384], [-1.69029, 0.25258, 1.64143], [-2.30314, 0.08967, 0.42000], [-3.71159, -0.00254, 0.32791], [-4.41485, 0.07694, 3.67793], [-1.88739, 0.31069, 3.75575], [-1.72922, 0.03634, -0.50704], [-4.19148, -0.07668, -0.65255]], "atomic_forces_ev_per_a": [[0.3, 0.2, -0.1], [0.1, -1.2, 0.8], [0.0, 0.1, -0.1], [-0.1, -0.2, 0.0], [0.3, -0.2, 0.1], [-0.1, 0.6, 0.0], [-0.1, 0.1, -0.6], [-0.1, 0.4, 0.1], [-0.1, 0.0, 0.0], [0.1, 0.0, 0.0], [0.0, -0.1, 0.2], [-0.6, -1.0, -1.5], [0.7, -0.4, 0.9], [0.0, -0.1, 0.0], [0.0, -0.1, 0.3], [0.0, 0.5, -0.1], [0.0, 0.0, 0.0], [-0.2, -0.2, -0.3], [0.3, 0.0, 0.3], [0.1, -0.4, 0.0], [-0.1, 0.1, 0.4], [0.0, 0.3, -0.3], [0.2, 0.0, 0.0], [0.0, 0.1, -0.1], [0.1, 0.1, 0.1], [-0.1, 0.0, -0.2], [0.3, -0.1, -0.2], [0.2, 0.1, 0.0], [-0.4, 0.1, 0.0], [-0.3, -0.6, 0.0], [-0.2, 0.2, 0.0], [1.1, -0.3, -0.3], [-1.0, 0.9, 0.8], [0.1, 0.1, 0.0], [0.5, -0.2, -0.1], [0.0, -0.2, 0.0], [-0.2, -0.2, -0.1], [0.1, -0.2, 0.0], [0.2, 0.0, 0.1], [0.0, 0.1, 0.1], [-0.5, -0.2, -0.2], [0.3, -0.3, 1.3], [0.0, 0.0, -0.1], [0.8, 1.3, 0.0], [-0.1, -1.4, -1.0], [-0.1, 0.3, -0.2], [0.2, 0.3, -0.1], [-0.1, 0.1, 0.2], [-0.2, 0.0, 0.2], [1.3, 0.6, 0.6], [-1.1, -0.4, -0.1], [0.5, -0.3, 0.3], [-0.2, 0.0, -1.0], [-0.2, -0.2, 0.2], [-0.4, 0.3, -0.3], [-0.6, -0.6, 0.0], [0.2, 0.0, 0.3], [-0.2, 0.1, 0.1], [0.0, 0.2, 0.5], [-0.2, 0.0, -0.3], [0.1, -0.1, 0.2], [0.0, 0.2, -0.3], [0.4, 0.0, -0.3], [-0.9, 1.4, -0.5], [0.1, 0.3, -0.5], [-0.2, 0.0, -0.1], [0.1, 0.3, -0.6], [0.2, -0.6, -0.1], [-0.2, 0.1, -0.1], [0.1, -0.2, 0.0], [0.0, 0.1, 0.4], [0.0, 0.1, 0.4], [0.4, 0.0, 0.5], [0.0, -0.1, 0.0], [0.2, 0.0, -0.4], [0.0, 0.1, 0.3], [-0.2, -0.3, -0.1], [1.2, 0.0, 0.1], [-0.1, 0.0, 0.2], [0.4, 0.0, -0.2], [-1.6, 0.1, 0.5], [0.6, 0.3, 0.3], [-1.2, -0.1, -1.0], [0.6, 0.0, 0.4], [0.1, 0.0, -0.2], [-0.3, 0.0, 0.1], [-0.2, 0.2, 0.1], [0.1, 0.0, 0.4]], "orbital_gap_ev": [5.50, 4.91], "s_squared": 8.764, "relative_energy_ev": 5.726, "multiplicity": 6, "e_tot_ha": -4171.79702}

Record 2
{"formula": "C6H10O3", "method": "ωB97M-V/def2-TZVPD", "elements": ["C", "C", "C", "C", "C", "C", "O", "O", "O", "H", "H", "H", "H", "H", "H", "H", "H", "H", "H"], "coordinates": [[0.52395, -0.39976, -0.84184], [0.13968, 0.55160, 0.47280], [-2.20202, 0.28943, -1.02069], [0.59416, 0.08455, 1.83220], [-1.44234, -0.06982, 0.23069], [1.88530, 0.29779, -0.52205], [0.69135, -1.72468, -0.65642], [-2.01026, -0.56313, 1.16623], [2.80083, -0.55806, -0.36522], [1.84122, -1.73737, -0.42441], [0.18399, -0.03609, -1.81945], [-0.04272, 1.61615, 0.32508], [2.07645, 1.31142, -0.89152], [-1.80755, 1.18178, -1.50281], [-2.09993, -0.55555, -1.70241], [-3.25422, 0.43480, -0.78488], [1.57945, 0.48584, 2.06767], [-0.11019, 0.39674, 2.59905], [0.65287, -1.00564, 1.83796]], "atomic_forces_ev_per_a": [[4.6, 2.7, 0.9], [-5.1, -2.6, -0.7], [0.4, -0.3, -0.4], [0.4, 0.1, -0.2], [0.0, 2.3, 2.7], [0.9, -4.1, -4.4], [2.0, 0.2, 0.7], [0.5, -0.6, -0.5], [-0.9, 1.9, 1.5], [-2.9, 0.5, -0.7], [-0.5, 0.0, 0.6], [0.6, -0.1, -0.4], [-0.1, 0.1, 0.9], [0.1, 0.0, -0.1], [-0.2, 0.1, -0.2], [0.1, -0.1, 0.1], [0.0, 0.0, 0.1], [-0.1, 0.0, 0.0], [0.0, 0.1, 0.0]], "orbital_gap_ev": 9.29, "relative_energy_ev": 3.731, "e_tot_ha": -460.21330}